DFT (ωB97M-V/def2-TZVPD) results for a structure of composition C48H48AsBr2GeMnN3PS4Se.

Last column: Löwdin spin population.
CARTESIAN COORDINATES (ANGSTROEM)
Mn: -1.2354 0.9302 0.4875  1.03
S: -1.7921 1.0581 2.8830  0.00
S: -0.4283 2.4150 3.5518  0.00
S: 1.3873 1.5409 3.1583  0.00
S: 1.2212 0.9812 1.1783  0.02
Br: -4.6709 6.6591 0.0864  0.00
C: -3.6855 5.0513 0.2747  0.00
C: -2.3640 5.0934 0.6799  0.00
C: -1.6768 3.8936 0.7483  0.00
N: -2.2350 2.7155 0.4632  0.00
C: -3.5437 2.6837 0.1803  0.00
C: -4.3004 3.8414 0.0362  0.00
C: -4.1374 1.3349 0.1968  0.00
C: -5.5028 1.1061 0.0611  0.00
C: -5.9835 -0.1533 0.3429  0.00
Br: -7.8301 -0.5194 0.1513  0.00
C: -5.1244 -1.1365 0.8008  0.00
C: -3.7799 -0.8230 0.8735  0.00
N: -3.2748 0.3586 0.5229  0.00
H: -1.8745 6.0220 0.9344  0.00
H: -0.6409 3.8568 1.0383  0.00
H: -5.3442 3.8037 -0.2346  0.00
H: -6.1770 1.8963 -0.2315  0.00
H: -5.4734 -2.1199 1.0775  0.00
H: -3.0750 -1.5619 1.2132  0.00
C: 0.6483 7.3793 -0.2516  0.00
Ge: 1.7187 6.2287 0.9235  0.00
C: 0.7867 5.9342 2.6169  0.00
C: 3.3649 7.2186 1.3467  0.00
C: 2.3277 4.5769 0.0609  0.00
Se: 1.1292 3.4086 -0.9486  0.00
C: 0.5797 4.6413 -2.3657  0.00
H: 0.2910 8.2420 0.3138  0.00
H: -0.2107 6.8565 -0.6685  0.00
H: 1.2548 7.7434 -1.0820  0.00
H: 0.4958 6.8974 3.0407  0.00
H: 1.4620 5.4390 3.3162  0.00
H: -0.0948 5.3016 2.5348  0.00
H: 3.1330 8.1723 1.8237  0.00
H: 3.9401 7.4176 0.4412  0.00
H: 3.9893 6.6387 2.0276  0.00
H: 2.7133 3.9194 0.8455  0.00
H: 3.1712 4.8238 -0.5882  0.00
H: 1.3774 5.3443 -2.6032  0.00
H: -0.3243 5.1841 -2.0965  0.00
H: 0.3754 4.0261 -3.2415  0.00
N: -0.5521 1.1416 -6.9812  0.00
C: -0.6673 1.0895 -5.8366  0.00
C: -0.8120 1.0231 -4.4110  0.00
C: 0.2778 0.7152 -3.5960  0.00
C: 0.1149 0.6579 -2.2229  0.00
C: -1.1085 0.9009 -1.5639  -0.01
C: -2.1710 1.2090 -2.4358  0.00
C: -2.0467 1.2692 -3.8153  0.00
H: 1.2461 0.5313 -4.0485  0.00
H: 0.9936 0.4446 -1.6228  0.00
H: -3.1618 1.4097 -2.0395  0.00
H: -2.8993 1.5127 -4.4386  0.00
C: 1.1825 -1.9602 -0.3295  0.00
C: 1.0994 -2.4552 -1.7662  0.00
As: 2.4800 -3.7810 -2.2733  0.00
C: 1.9148 -5.1917 -1.0330  0.00
C: 1.1585 -6.2250 -1.5823  0.00
C: 0.6466 -7.2383 -0.7842  0.00
C: 0.8922 -7.2367 0.5809  0.00
C: 1.6505 -6.2180 1.1410  0.00
C: 2.1592 -5.2054 0.3395  0.00
C: 4.0179 -3.0581 -1.3094  0.00
C: 4.2633 -1.6873 -1.3313  0.00
C: 5.3785 -1.1545 -0.7016  0.00
C: 6.2779 -1.9911 -0.0566  0.00
C: 6.0599 -3.3615 -0.0542  0.00
C: 4.9387 -3.8905 -0.6782  0.00
P: -0.3794 -1.4242 0.5463  -0.01
C: 0.0043 -2.0215 2.2381  0.00
C: 1.3083 -2.0491 2.7262  0.00
C: 1.5739 -2.4570 4.0259  0.00
C: 0.5389 -2.8406 4.8641  0.00
C: -0.7664 -2.8043 4.3956  0.00
C: -1.0266 -2.3935 3.0986  0.00
C: -1.4322 -2.8109 -0.0915  0.00
C: -2.2236 -2.5246 -1.2071  0.00
C: -2.9923 -3.5095 -1.8084  0.00
C: -2.9860 -4.8009 -1.2972  0.00
C: -2.1986 -5.0996 -0.1948  0.00
C: -1.4223 -4.1135 0.4010  0.00
H: 1.8934 -1.1433 -0.2217  0.00
H: 1.5487 -2.7728 0.2965  0.00
H: 1.1376 -1.6500 -2.4960  0.00
H: 0.1729 -2.9977 -1.9600  0.00
H: 0.9615 -6.2329 -2.6489  0.00
H: 0.0545 -8.0284 -1.2299  0.00
H: 0.4960 -8.0267 1.2069  0.00
H: 1.8423 -6.2020 2.2070  0.00
H: 2.7533 -4.4250 0.7984  0.00
H: 3.5700 -1.0174 -1.8283  0.00
H: 5.5337 -0.0832 -0.7046  0.00
H: 7.1430 -1.5762 0.4447  0.00
H: 6.7606 -4.0222 0.4416  0.00
H: 4.7771 -4.9624 -0.6633  0.00
H: 2.1254 -1.7082 2.1041  0.00
H: 2.5949 -2.4526 4.3869  0.00
H: 0.7449 -3.1458 5.8825  0.00
H: -1.5880 -3.0799 5.0450  0.00
H: -2.0551 -2.3674 2.7633  0.00
H: -2.2277 -1.5133 -1.6036  0.00
H: -3.5948 -3.2679 -2.6756  0.00
H: -3.5867 -5.5732 -1.7620  0.00
H: -2.1751 -6.1079 0.1995  0.00
H: -0.8009 -4.3657 1.2510  0.00

Cartesian forces (eV/Å) of the 3 atoms listed first:
-0.50 -1.14 0.62
0.01 -0.27 0.14
-0.04 0.32 0.02

## Properties
Expectation value of S²: 0.84
Total charge: -1
2S+1: 2
Kohn-Sham gap (spin up / spin down), Eh: 0.1986 / 0.1987
LUMO energy (spin up / spin down), hartree: 0.0556 / 0.0554
HOMO energy (spin up / spin down), eV: -3.89 / -3.90

***

DFT (ωB97M-V/def2-TZVPD) results for an isolated molecule of C8H10N2O.

Last column: natural (NBO) charge in e.
CARTESIAN COORDINATES (ANGSTROEM)
C: -2.3190 -1.4700 -0.0376  -0.25
C: -1.3325 -1.2980 -0.9151  -0.14
C: -2.6716 -0.3473 0.8220  -0.17
C: -0.3790 -0.1096 -0.9638  0.00
C: -2.0754 0.8996 0.6164  -0.17
C: -0.8511 1.0332 -0.1421  -0.10
C: 3.5136 -0.6797 0.7101  -0.49
C: -0.1505 2.1575 -0.0348  -0.33
N: 2.9788 0.1215 -0.3709  -0.17
N: 1.8736 0.1762 -0.8603  0.13
O: 0.8202 -0.5548 -0.4068  -0.39
H: -2.9825 -2.3576 -0.0313  0.22
H: -1.1427 -2.1018 -1.5287  0.20
H: -3.6474 -0.4115 1.2560  0.20
H: -0.2809 0.3602 -1.9886  0.22
H: -2.6735 1.7929 0.8793  0.21
H: 3.5967 -0.0781 1.5705  0.22
H: 4.5186 -0.9240 0.5242  0.22
H: 2.9629 -1.5407 0.9555  0.20
H: 0.6225 2.3616 -0.7188  0.20
H: -0.3807 2.9705 0.6647  0.19

Cartesian forces (eV/Å) of the 3 atoms listed first:
-2.74 2.22 3.07
1.78 1.52 -0.60
-1.22 -4.46 -1.92

## Properties
Expectation value of S²: 2.04
2S+1: 3
Kohn-Sham gap (spin up / spin down), Eh: 0.2578 / 0.2630
Energy above the lowest of the compared OMol25 structures with the same formula, charge and spin, kJ/mol: 157.5
LUMO energy (spin up / spin down), hartree: 0.0376 / -0.0712
HOMO energy (spin up / spin down), eV: -5.99 / -9.09

***

| no. | maximum force (eV/Å) | E (eV) |
| --- | --- | --- |
| 1 | 1.395 | -461763.9048 |
| 2 | 5.004 | -13478.5557 |